34
Properties=species:S:1:pos:R:3:lowdin_charge:R:1 method="wB97M-V/def2-TZVPD" fmax_ev_per_a=2.58 total_charge=0 gap_ev=8.59 e_tot_ha=-707.90878 relative_energy_kj_mol=123.22 homo_energy_ev=-7.85 smiles=Cc1c[nH]c2ccccc12.CCc1c[nH]cn1
C 2.304 0.893 0.073 -0.214
C 3.578 1.696 0.315 -0.103
C 1.064 1.663 -0.173 -0.294
C 0.066 1.273 -1.023 -0.092
C -0.438 3.244 -0.239 -0.202
N 0.761 2.968 0.197 0.098
N -0.923 2.204 -0.999 0.058
H 2.373 0.338 -0.887 0.120
H 2.191 0.061 0.788 0.081
H 3.644 2.344 -0.584 0.080
H -0.174 0.335 -1.506 0.104
H -1.077 4.063 0.034 0.105
H -1.734 2.187 -1.599 0.145
H 4.471 1.074 0.247 0.063
H 3.625 2.333 1.202 0.071
C 0.696 -1.441 2.327 -0.058
C -1.580 -0.306 1.977 -0.039
C -0.538 -1.077 1.559 -0.223
C -2.075 -0.895 -0.146 -0.262
C -0.820 -1.464 0.167 -0.169
C -2.634 -1.052 -1.399 -0.032
C -0.077 -2.269 -0.675 -0.019
C -1.931 -1.888 -2.267 -0.101
C -0.704 -2.474 -1.909 -0.104
N -2.583 -0.387 1.011 0.073
H -1.657 0.418 2.772 0.124
H -3.522 -0.118 1.229 0.145
H 1.419 -1.864 1.558 0.074
H 0.698 -2.333 2.973 0.078
H -3.671 -0.761 -1.603 0.112
H 0.933 -2.619 -0.481 0.112
H -2.319 -2.345 -3.166 0.096
H -0.431 -3.239 -2.620 0.092
H 1.065 -0.562 2.849 0.079

=====

27
Properties=species:S:1:pos:R:3:lowdin_charge:R:1 method="wB97M-V/def2-TZVPD" fmax_ev_per_a=10.63 total_charge=0 gap_ev=6.76 e_tot_ha=-464.82300 relative_energy_kj_mol=2821.89 homo_energy_ev=-6.47
C -1.130 -0.978 1.043 -0.097
C 0.289 0.054 0.448 -0.746
C 1.043 1.323 0.047 -0.165
C 0.212 0.871 1.582 -0.188
C 1.710 -0.223 1.377 -0.044
C 1.734 -0.765 -0.195 -0.194
C 0.365 -0.621 -0.901 -0.299
C -0.281 -1.762 -1.494 -0.111
C -1.139 0.438 -0.901 -0.159
C -0.963 1.453 0.648 -0.106
H -0.532 -1.620 1.947 0.102
H -1.841 -0.072 1.780 0.118
H -2.050 -1.585 0.428 0.091
H 0.064 1.470 -0.637 0.112
H 1.606 2.333 0.669 0.196
H 1.916 0.885 -0.662 0.105
H -0.012 0.511 2.541 0.097
H 1.784 -1.289 1.932 0.154
H 2.623 0.492 1.560 0.160
H 2.111 -2.019 -0.124 0.200
H 2.722 -0.239 -0.796 0.152
H -0.307 -2.847 -0.928 0.155
H 0.400 -1.835 -2.292 0.065
H -1.072 -1.582 -2.309 0.121
H -1.896 1.484 1.240 0.107
H -0.996 2.421 0.323 0.073
O -1.945 0.593 -1.826 0.099

=====

8
Properties=species:S:1:pos:R:3:lowdin_charge:R:1 method="wB97M-V/def2-TZVPD" fmax_ev_per_a=5.70 total_charge=0 gap_ev=11.93 e_tot_ha=-526.73730 relative_energy_kj_mol=487.46 homo_energy_ev=-11.14 smiles=FC(F)C1(F)OO1
C 0.890 0.572 1.356 -0.461
C 0.717 -0.046 -0.071 -0.280
O -0.379 0.192 2.068 0.069
O -0.023 1.491 1.642 0.094
F 1.975 0.336 1.996 0.239
F 0.490 -1.351 -0.027 0.109
F 1.899 0.125 -0.741 0.062
H -0.049 0.275 -0.756 0.169

=====

19
Properties=species:S:1:pos:R:3:lowdin_charge:R:1 method="wB97M-V/def2-TZVPD" fmax_ev_per_a=1.09 total_charge=0 gap_ev=8.53 e_tot_ha=-398.43266 relative_energy_kj_mol=319.01 homo_energy_ev=-7.70 smiles=C[C@H](O)N(C)N.C#N
C -0.305 -0.467 -1.607 -0.095
N 0.360 0.042 -0.420 -0.290
N 1.747 -0.404 -0.418 0.045
C 0.089 3.176 0.355 -0.063
N 0.923 2.626 -0.217 0.095
H 2.140 -0.050 -1.287 0.070
H 2.202 0.126 0.325 0.065
H -0.113 -1.533 -1.770 0.078
H -1.375 -0.313 -1.493 0.084
H 0.054 0.092 -2.472 0.078
H -0.590 3.856 0.808 0.061
H -1.318 1.262 0.590 0.066
C -0.555 -1.839 1.016 -0.034
C -0.294 -0.347 0.839 -0.485
O -1.502 0.354 0.923 -0.038
H 0.395 -0.002 1.633 0.137
H 0.364 -2.389 0.832 0.074
H -0.891 -2.024 2.033 0.076
H -1.330 -2.168 0.329 0.074

=====

40
Properties=species:S:1:pos:R:3:lowdin_charge:R:1 method="wB97M-V/def2-TZVPD" fmax_ev_per_a=9.26 total_charge=0 gap_ev=10.31 e_tot_ha=-6875.62167 homo_energy_ev=-11.02 smiles="C[C@](CC[C@@](F)(Br)C(F)(F)Br)(CC(=O)O)OC=O.O=S1(=O)OCCO1"
C 0.721 2.381 3.822 -0.046
C 0.641 1.542 2.368 -0.417
C -0.418 0.336 2.634 -0.109
C -1.849 0.412 1.859 -0.140
C -2.189 -0.948 0.970 -0.596
F -3.396 -0.635 0.119 -0.109
Br -0.704 -1.397 -0.353 0.835
C -2.592 -2.256 1.869 -0.648
F -2.928 -3.350 0.883 -0.100
F -1.510 -2.799 2.720 -0.060
Br -4.207 -2.039 3.026 0.767
C 2.193 1.103 2.092 -0.045
C 2.433 -0.246 1.214 -0.257
O 2.402 -1.514 1.712 -0.031
O 2.658 -0.182 -0.269 -0.070
O 0.230 2.574 1.407 -0.089
C 0.429 2.190 0.010 -0.133
O -0.517 1.922 -0.900 -0.048
H -0.195 3.103 3.925 0.107
H 1.681 3.060 3.724 0.097
H 0.864 1.645 4.735 0.108
H 0.007 -0.761 2.427 0.106
H -0.681 0.311 3.800 0.136
H -2.719 0.472 2.674 0.115
H -2.016 1.317 1.146 0.125
H 2.751 2.053 1.639 0.152
H 2.711 0.925 3.153 0.154
H 3.625 -0.459 -0.398 0.137
H 1.550 2.177 -0.398 0.167
C -0.550 -0.363 -3.990 -0.184
C 0.438 -1.499 -3.736 -0.204
O 0.546 -2.185 -4.981 -0.194
S 0.356 -1.112 -6.195 0.679
O 1.668 -0.715 -6.656 -0.241
O -0.675 -1.601 -7.080 -0.236
O -0.259 0.108 -5.305 -0.193
H -1.582 -0.729 -3.979 0.136
H -0.444 0.446 -3.263 0.117
H 0.098 -2.178 -2.950 0.081
H 1.428 -1.110 -3.477 0.132

=====

26
Properties=species:S:1:pos:R:3:lowdin_charge:R:1 method="wB97M-V/def2-TZVPD" fmax_ev_per_a=4.81 total_charge=+2 gap_ev=8.89 e_tot_ha=-510.50432 relative_energy_kj_mol=649.00 homo_energy_ev=-17.47
C -3.460 -0.096 -1.160 0.367
C -1.623 -1.940 0.856 0.043
C 1.322 -1.103 -0.100 0.033
C 0.523 0.731 -1.523 -0.022
C 1.755 1.323 0.467 -0.062
C -0.575 0.409 0.844 -0.162
N -2.104 2.125 0.479 0.175
N -0.954 1.750 0.791 -0.022
N -2.557 -0.189 -0.419 0.091
N -1.516 -0.534 0.325 -0.080
N 0.959 0.346 -0.174 -0.331
H -4.394 -0.026 -1.711 0.158
H -1.621 -2.808 0.094 0.148
H -0.728 -2.174 1.334 0.056
H -2.567 -2.015 1.428 0.123
H 0.949 -1.518 0.769 0.052
H 0.750 -1.639 -0.981 0.156
H 2.341 -1.188 -0.286 0.102
H 0.099 1.793 -1.506 0.125
H 1.476 0.476 -2.139 0.160
H -0.399 0.016 -1.809 0.128
H 2.564 1.748 -0.253 0.161
H 1.048 2.208 0.863 0.144
H 2.204 0.963 1.394 0.114
H -0.040 0.239 1.803 0.191
H -2.151 3.193 0.301 0.154